No. 1
Density functional theory data (wB97M-V/def2-TZVPD) for a structure of composition C18H15ClIN2O2SSc.

Values from the calculation:
**Total charge**: 0
**HOMO level**: -8.4 eV
**Relative energy (zero: lowest compared OMol25 entry of this formula, charge and spin)**: 0.00 kJ/mol
**Frontier orbital gap**: 0.2801 Ha

Geometry (Å):
Sc1 0.440 0.136 -0.754
Cl1 -3.510 -4.715 2.510
C1 -2.345 -3.494 2.100
C2 -1.476 -3.043 3.048
C3 -0.523 -2.047 2.743
I1 0.780 -1.368 4.212
C4 -0.441 -1.501 1.485
O1 0.408 -0.570 1.106
C5 -1.355 -1.989 0.500
N1 -1.234 -1.414 -0.735
C6 -2.053 -1.783 -1.696
C7 -3.038 -2.766 -1.502
C8 -3.164 -3.359 -0.277
C9 -2.313 -2.974 0.781
H1 -1.519 -3.452 4.047
H2 -1.940 -1.287 -2.651
H3 -3.682 -3.040 -2.325
H4 -3.916 -4.117 -0.104
C10 1.788 3.780 0.567
C11 2.521 2.616 -0.059
O2 1.908 1.355 0.299
H5 2.263 4.716 0.272
H6 1.818 3.720 1.657
H7 0.750 3.798 0.238
H8 3.569 2.575 0.240
H9 2.478 2.649 -1.146
H10 1.845 1.243 1.258
N2 -1.445 2.861 -1.515
C12 -0.823 1.928 -1.232
S1 2.142 -0.519 -2.375
C13 0.790 -0.857 -3.475
C14 0.519 -2.172 -3.878
C15 -0.526 -2.442 -4.743
C16 -1.341 -1.412 -5.209
C17 -1.089 -0.110 -4.811
C18 -0.022 0.172 -3.962
H11 1.147 -2.972 -3.507
H12 -0.709 -3.462 -5.056
H13 -2.161 -1.629 -5.881
H14 -1.711 0.703 -5.164
H15 0.196 1.197 -3.695

No. 2
Density functional theory data (wB97M-V/def2-TZVPD) for a structure of composition C18H15CrN3OSSe4Te.

Values from the calculation:
**Total charge**: -1
**Multiplicity**: 4
**HOMO level (alpha / beta)**: -4.1 / -4.1 eV
**Relative energy (zero: lowest compared OMol25 entry of this formula, charge and spin)**: 0.00 kJ/mol
**Frontier orbital gap (alpha / beta)**: 0.2194 / 0.2155 Ha

Geometry (Å):
Cr1 1.520 0.661 0.463
C1 -0.159 -3.401 0.309
C2 0.630 -2.113 0.182
N1 0.334 -0.982 0.771
N2 -0.744 -0.812 1.562
C3 -0.795 0.452 1.942
O1 0.111 1.296 1.674
C4 -1.931 0.966 2.723
C5 -2.985 0.111 3.018
C6 -4.105 0.588 3.681
C7 -4.170 1.918 4.061
C8 -3.114 2.772 3.796
C9 -1.983 2.310 3.113
C10 1.892 -2.008 -0.621
C11 2.549 -3.109 -1.139
C12 3.802 -3.001 -1.724
C13 4.382 -1.743 -1.803
C14 3.673 -0.664 -1.294
N3 2.496 -0.789 -0.711
H1 -1.047 -3.235 0.914
H2 0.488 -4.174 0.762
H3 -0.440 -3.740 -0.690
H4 -2.891 -0.921 2.704
H5 -4.916 -0.085 3.908
H6 -5.024 2.267 4.603
H7 -3.142 3.797 4.122
H8 -1.155 2.950 2.848
H9 2.044 -4.066 -1.047
H10 4.330 -3.867 -2.101
H11 5.366 -1.582 -2.206
H12 4.060 0.349 -1.331
Se1 2.798 2.666 -0.118
Se2 3.938 2.967 1.941
Se3 4.766 0.842 2.298
Se4 2.728 -0.342 2.432
Te1 -0.642 1.599 -1.107
C15 -0.935 1.553 -3.196
C16 -1.823 0.782 -3.884
C17 -2.038 1.208 -5.228
C18 -1.274 2.300 -5.547
S1 -0.331 2.817 -4.210
H13 -2.341 -0.059 -3.428
H14 -2.714 0.738 -5.935
H15 -1.208 2.785 -6.509

No. 3
Density functional theory data (wB97M-V/def2-TZVPD) for an isolated molecule of C18H15F3N2O4S.

Values from the calculation:
**Total charge**: 0
**SMILES string**: Cc1ccc(S(=O)(=O)N2N=C(C(F)(F)F)C[C@H]2c2cccc3c2OCO3)cc1
**HOMO level**: -8.5 eV
**Relative energy (zero: lowest compared OMol25 entry of this formula, charge and spin)**: 0.00 kJ/mol
**Frontier orbital gap**: 0.3288 Ha

Geometry (Å):
O1 0.623 0.446 3.356
O2 2.911 0.347 2.486
F1 1.489 5.878 -0.080
F2 3.473 4.743 0.046
F3 2.121 4.627 -1.738
N1 2.057 2.529 0.745
O3 -1.449 -0.617 -2.741
O4 0.053 0.886 -1.712
C1 1.475 3.571 0.219
C2 -3.337 -0.074 0.384
C3 -3.059 -0.637 -0.881
C4 -0.514 -3.121 0.854
C5 1.606 -3.052 -0.245
C6 -2.444 0.820 1.050
C7 -0.217 -1.924 1.529
C8 1.910 -1.807 0.413
C9 -1.894 -0.239 -1.517
C10 -1.006 0.653 -0.924
C11 0.373 -3.666 -0.085
C12 -1.240 1.167 0.375
C13 1.017 -1.254 1.303
N2 1.132 1.557 1.013
C14 -0.172 0.055 -2.863
C15 2.181 4.728 -0.373
C16 0.191 -4.992 -0.761
C17 -0.010 3.426 0.246
C18 -0.240 2.117 1.002
S1 1.483 0.293 2.173
H1 -4.249 -0.400 0.895
H2 -3.762 -1.301 -1.362
H3 -1.469 -3.550 1.076
H4 2.325 -3.509 -0.930
H5 -2.716 1.187 2.031
H6 -0.924 -1.492 2.251
H7 2.809 -1.275 0.226
H8 -0.140 0.675 -3.745
H9 0.613 -0.741 -2.902
H10 -0.270 -4.779 -1.719
H11 -0.504 -5.599 -0.207
H12 1.123 -5.556 -0.906
H13 -0.478 4.270 0.762
H14 -0.413 3.308 -0.776
H15 -0.457 2.299 2.030

No. 4
Density functional theory data (wB97M-V/def2-TZVPD) for a structure of composition C18H15MgN3O3.

Values from the calculation:
**Total charge**: +2
**HOMO level**: -14.8 eV
**Frontier orbital gap**: 0.2857 Ha

Geometry (Å):
Mg1 0.067 -0.049 0.126
O1 0.370 -2.343 -1.638
C1 0.049 -3.540 -1.536
O2 0.474 -2.302 1.002
C2 0.606 -3.521 0.821
O3 1.000 -4.411 1.755
N1 0.346 -4.228 -0.351
C3 1.147 -5.760 1.142
C4 0.416 -5.677 -0.170
H1 0.756 -6.548 1.799
H2 2.208 -5.957 0.937
H3 -0.588 -6.101 -0.076
H4 0.916 -6.180 -0.997
C5 -0.658 -4.333 -2.518
C6 -0.826 -3.918 -3.778
H5 -1.086 -5.281 -2.164
H6 -0.378 -2.988 -4.127
H7 -1.408 -4.503 -4.494
C7 -3.298 3.111 -0.902
C8 -2.539 1.922 -0.788
N2 -1.309 1.858 -0.219
C9 -0.788 3.035 0.253
C10 -1.491 4.292 0.179
C11 -2.770 4.305 -0.414
C12 -0.865 5.474 0.710
C13 0.380 5.428 1.281
C14 1.116 4.195 1.374
C15 2.398 4.105 1.954
C16 3.038 2.869 2.002
C17 2.387 1.733 1.471
N3 1.154 1.777 0.909
C18 0.526 2.991 0.856
H8 -4.289 3.071 -1.372
H9 -2.924 0.966 -1.163
H10 -3.321 5.254 -0.479
H11 -1.418 6.417 0.644
H12 0.852 6.330 1.684
H13 2.865 5.015 2.356
H14 4.035 2.751 2.443
H15 2.852 0.740 1.487

No. 5
Density functional theory data (wB97M-V/def2-TZVPD) for an isolated molecule of C18H15N3O4S3.

Values from the calculation:
**Total charge**: 0
**SMILES string**: O=C(CCN1C(=O)/C(=C/c2cccs2)SC1=S)NNC(=O)c1cccc(O)c1
**HOMO level**: -8.2 eV
**Frontier orbital gap**: 0.2666 Ha

Geometry (Å):
O1 -2.274 -2.880 -0.718
C1 -2.654 -2.187 0.196
N1 -1.887 -1.999 1.318
N2 -0.524 -2.278 1.193
C2 0.198 -1.519 0.311
O2 -0.264 -0.504 -0.178
C3 1.577 -1.996 0.050
C4 2.147 -1.651 -1.170
C5 3.430 -2.072 -1.490
C6 4.152 -2.830 -0.570
C7 3.589 -3.152 0.650
C8 2.304 -2.746 0.968
H1 1.888 -2.986 1.934
H2 4.160 -3.730 1.361
H3 5.148 -3.149 -0.831
O3 4.015 -1.768 -2.674
H4 3.406 -1.256 -3.221
H5 1.567 -1.058 -1.865
H6 -0.275 -3.250 1.320
H7 -2.071 -1.215 1.942
C9 -4.037 -1.559 0.226
C10 -4.102 -0.132 0.779
N3 -3.065 0.732 0.252
C11 -3.113 1.239 -1.009
S1 -4.305 0.962 -2.086
S2 -1.737 2.288 -1.296
C12 -1.127 2.036 0.319
C13 -0.006 2.540 0.885
C14 0.945 3.419 0.310
C15 0.987 4.009 -0.936
C16 2.110 4.827 -1.119
C17 2.921 4.864 -0.022
S3 2.329 3.899 1.259
H8 3.837 5.408 0.104
H9 2.313 5.370 -2.024
H10 0.234 3.857 -1.687
H11 0.178 2.222 1.904
C18 -1.994 1.111 1.038
O4 -1.849 0.721 2.182
H12 -3.989 -0.118 1.866
H13 -5.070 0.303 0.512
H14 -4.691 -2.196 0.824
H15 -4.401 -1.574 -0.804

No. 6
Density functional theory data (wB97M-V/def2-TZVPD) for an isolated molecule of C18H15N3OS.

Values from the calculation:
**Total charge**: 0
**SMILES string**: Cc1ccc2nc(SCC(=O)c3c[nH]c4ccccc34)[nH]c2c1
**HOMO level**: -7.8 eV
**Relative energy (zero: lowest compared OMol25 entry of this formula, charge and spin)**: 0.00 kJ/mol
**Frontier orbital gap**: 0.3013 Ha

Geometry (Å):
C1 3.133 4.022 -1.029
C2 2.434 2.896 -0.326
C3 1.129 3.072 0.112
C4 0.519 2.012 0.752
C5 1.184 0.782 0.967
C6 2.491 0.617 0.534
C7 3.090 1.681 -0.109
H1 4.107 1.575 -0.459
H2 3.009 -0.313 0.698
N1 0.338 -0.091 1.606
C8 -0.773 0.561 1.765
N2 -0.741 1.838 1.281
H3 -1.489 2.509 1.321
S1 -2.217 -0.142 2.421
C9 -1.688 -1.880 2.397
H4 -2.607 -2.468 2.433
C10 -0.863 -2.282 1.171
O1 0.027 -3.089 1.307
C11 -1.260 -1.707 -0.106
C12 -2.483 -1.212 -0.490
N3 -2.399 -0.685 -1.740
C13 -1.112 -0.802 -2.198
C14 -0.530 -0.373 -3.383
C15 0.817 -0.615 -3.550
C16 1.568 -1.268 -2.569
C17 0.995 -1.698 -1.393
C18 -0.362 -1.462 -1.201
H5 1.562 -2.206 -0.630
H6 2.620 -1.435 -2.744
H7 1.305 -0.291 -4.457
H8 -1.110 0.134 -4.141
H9 -3.167 -0.288 -2.257
H10 -3.420 -1.226 0.034
H11 -1.097 -2.077 3.292
H12 0.611 4.007 -0.047
H13 2.553 4.355 -1.889
H14 3.252 4.873 -0.359
H15 4.117 3.715 -1.373

Number 1: maximum force 0.0055 hartree/bohr. Number 2: maximum force 0.0289 hartree/bohr. Number 3: maximum force 0.0636 hartree/bohr. Number 4: maximum force 0.0325 hartree/bohr. Number 5: maximum force 0.0277 hartree/bohr. Number 6: maximum force 0.0165 hartree/bohr.